DFT (ωB97M-V with the def2-TZVPD basis set) results for a molecular structure, C23H31BN8S4Ti.

Values from the calculation:
HOMO level (spin up / spin down): -10.07 / -10.21 eV
Net charge: +1
Energy: -3800.1776 Eh
Orbital gap (spin up / spin down): 0.283 / 0.292 Eh
E_LUMO (spin up / spin down): -2.371 / -2.265 eV
Multiplicity: 2
Expectation value of S²: 0.755

Each line ends with the Löwdin charge.
Positions of all 68 atoms, in Å:
Ti  -0.14  -0.17  -0.55  0.4079
C  -4.32  1.51  -0.07  -0.0231
N  -3.97  0.38  0.78  -0.1083
C  -4.47  0.13  2.04  -0.0279
C  -3.96  -1.06  2.43  -0.0381
N  -3.15  -1.53  1.42  -0.0069
B  -2.36  -2.88  1.47  -0.4200
N  -1.31  -2.79  2.64  0.0029
C  -1.19  -3.75  3.63  -0.0425
C  -0.16  -3.41  4.43  -0.0307
N  0.36  -2.24  3.93  -0.1196
C  1.47  -1.50  4.49  -0.0278
C  -0.36  -1.87  2.84  -0.6490
S  -0.07  -0.39  2.00  0.6883
C  -3.16  -0.64  0.42  -0.6846
S  -2.39  -0.75  -1.13  0.7135
H  -4.75  2.28  0.56  0.0927
H  -5.03  1.21  -0.83  0.1020
H  -3.42  1.88  -0.56  0.0579
H  -5.15  0.81  2.53  0.1254
H  -4.10  -1.61  3.34  0.1313
H  -3.11  -3.77  1.75  0.0821
H  -1.79  -3.04  0.43  0.0516
H  -1.85  -4.60  3.66  0.1243
H  0.25  -3.89  5.30  0.1255
H  1.90  -2.09  5.30  0.0961
H  1.14  -0.54  4.89  0.0956
H  2.22  -1.32  3.72  0.0773
S  1.59  -0.33  -4.76  1.0462
C  0.96  1.25  -4.61  -0.4046
C  0.34  1.45  -3.42  -0.2120
C  0.36  0.31  -2.56  -0.3961
C  1.01  -0.73  -3.18  -0.5602
C  1.20  -2.01  -2.52  -0.2772
C  1.80  -3.13  -3.10  -0.0065
C  1.91  -4.29  -2.37  -0.0349
C  1.44  -4.33  -1.07  -0.0386
C  0.88  -3.19  -0.54  -0.1068
N  0.75  -2.06  -1.25  -0.0093
H  1.07  1.94  -5.43  0.0685
H  -0.12  2.40  -3.16  0.0865
H  2.16  -3.07  -4.12  0.1077
H  2.36  -5.17  -2.82  0.1173
H  1.51  -5.22  -0.47  0.1113
H  0.50  -3.16  0.47  0.0939
C  -0.85  5.25  -1.12  -0.0267
C  -0.71  4.56  0.25  -0.5758
C  0.59  4.97  0.94  -0.0267
C  -1.92  4.87  1.14  -0.0278
C  -0.67  3.11  0.02  -0.0852
N  -0.61  1.98  -0.17  0.1506
H  -0.88  6.33  -0.96  0.0969
H  -1.76  4.95  -1.62  0.0939
H  0.00  5.02  -1.76  0.0930
H  0.59  6.05  1.09  0.0968
H  1.46  4.70  0.33  0.0932
H  0.69  4.48  1.91  0.0925
H  -1.95  5.95  1.33  0.0975
H  -1.86  4.35  2.09  0.0945
H  -2.85  4.59  0.65  0.0844
N  4.57  1.57  0.62  0.0978
C  3.32  1.11  0.81  -0.8612
N  2.91  0.95  2.06  0.0998
S  2.37  0.78  -0.57  0.7422
H  5.20  1.74  1.38  0.1137
H  4.90  1.67  -0.32  0.0991
H  3.49  1.18  2.84  0.1149
H  1.99  0.55  2.23  -0.0389

DFT (ωB97M-V with the def2-TZVPD basis set) results for a single C18H20N4O4 molecule.

Values from the calculation:
HOMO level: -9.08 eV
Energy: -1217.9564 Eh
Orbital gap: 0.355 Eh
SMILES: Cc1cc(NC(=O)CN2C(=O)N[C@@](C)(CCc3ccccc3)C2=O)no1
E_LUMO: 0.584 eV
Multiplicity: 1

Each line ends with the Löwdin charge.
Positions of all 46 atoms, in Å:
C  -7.22  -1.87  -1.23  -0.0032
C  -6.03  -1.40  -0.48  -0.3157
C  -5.35  -0.22  -0.51  0.0559
C  -4.32  -0.41  0.44  -0.2972
N  -3.32  0.45  0.84  0.1658
C  -3.10  1.68  0.31  -0.4280
O  -3.77  2.20  -0.55  0.0918
C  -1.90  2.40  0.96  -0.0072
N  -0.65  1.71  0.74  0.0813
C  -0.26  0.57  1.45  -0.4685
O  -0.93  0.02  2.29  0.0877
N  0.97  0.24  1.01  0.1783
C  1.48  1.15  0.01  -0.3833
C  2.74  1.86  0.49  0.0205
C  1.67  0.47  -1.37  -0.0929
C  2.17  -0.98  -1.30  -0.1380
C  3.50  -1.14  -0.61  -0.2557
C  3.61  -1.83  0.58  -0.0601
C  4.84  -1.96  1.22  -0.0774
C  5.97  -1.39  0.66  -0.0884
C  5.87  -0.71  -0.54  -0.0777
C  4.65  -0.59  -1.17  -0.0525
C  0.33  2.16  -0.10  -0.3747
O  0.29  3.14  -0.79  0.1349
N  -4.39  -1.61  0.98  0.1039
O  -5.46  -2.23  0.41  -0.0011
H  -7.56  -1.10  -1.92  0.0861
H  -8.03  -2.11  -0.53  0.0883
H  -6.98  -2.78  -1.78  0.0879
H  -5.53  0.66  -1.10  0.1038
H  -2.70  0.10  1.57  0.1177
H  -1.81  3.39  0.50  0.1372
H  -2.08  2.49  2.03  0.1436
H  1.52  -0.50  1.41  0.1422
H  2.98  2.68  -0.18  0.0962
H  3.58  1.18  0.53  0.0730
H  2.58  2.28  1.49  0.0968
H  0.71  0.47  -1.89  0.1287
H  2.36  1.08  -1.95  0.1223
H  1.42  -1.60  -0.80  0.1134
H  2.26  -1.34  -2.33  0.1246
H  2.74  -2.30  1.02  0.1108
H  4.91  -2.50  2.15  0.1047
H  6.92  -1.48  1.15  0.1019
H  6.75  -0.27  -0.99  0.1045
H  4.58  -0.06  -2.12  0.1179

DFT (ωB97M-V with the def2-TZVPD basis set) results for a single C7H6N3P molecule.

Values from the calculation:
HOMO level (spin up / spin down): -6.63 / -9.28 eV
Energy: -775.8146 Eh
Orbital gap (spin up / spin down): 0.266 / 0.242 Eh
E_LUMO (spin up / spin down): 0.601 / -2.704 eV
Multiplicity: 3
Expectation value of S²: 2.009

Each line ends with the Löwdin charge.
Positions of all 17 atoms, in Å:
C  1.76  1.62  1.39  -0.0488
C  0.47  2.07  1.21  0.0013
C  2.23  0.40  0.86  -0.1132
C  -1.90  0.15  -0.55  -0.1809
C  -0.41  1.14  0.66  -0.1752
C  0.14  -0.07  0.17  -0.2603
C  -0.69  -1.98  -1.22  -0.4693
N  1.43  -0.41  0.21  0.1373
N  -1.76  1.21  0.18  0.1222
N  -0.82  -0.69  -0.58  -0.0533
P  -1.89  -2.58  -2.26  0.7564
H  2.38  2.32  1.82  0.0752
H  0.00  3.01  1.38  0.1132
H  3.18  0.11  0.87  0.0650
H  -2.84  0.09  -1.01  0.0998
H  0.16  -2.38  -0.75  0.0463
H  -1.44  -3.99  -2.39  -0.1157

DFT (ωB97M-V with the def2-TZVPD basis set) results for a molecular structure, C30H20N3OP2S2V.

Values from the calculation:
HOMO level (spin up / spin down): -4.89 / -4.22 eV
Net charge: -1
Energy: -3817.9348 Eh
Orbital gap (spin up / spin down): 0.264 / 0.240 Eh
E_LUMO (spin up / spin down): 2.294 / 2.294 eV
Multiplicity: 2
Expectation value of S²: 0.776

Each line ends with the Löwdin charge.
Positions of all 59 atoms, in Å:
V  0.16  -2.61  0.34  0.1433
S  2.55  -2.06  0.32  0.3443
P  1.63  -0.28  -0.03  0.4143
C  0.15  -0.68  -0.68  -0.6200
P  -1.46  -0.43  -0.34  0.4233
S  -2.23  -2.23  0.21  0.3619
C  -1.81  0.81  0.95  -0.3283
C  -1.90  0.45  2.29  -0.0841
C  -2.07  1.42  3.27  -0.0798
C  -2.17  2.75  2.91  -0.0997
C  -2.08  3.13  1.58  -0.0950
C  -1.89  2.16  0.60  -0.0990
C  -2.40  0.18  -1.76  -0.3435
C  -3.72  0.62  -1.62  -0.0939
C  -4.44  1.03  -2.73  -0.0870
C  -3.86  1.00  -3.99  -0.0961
C  -2.55  0.55  -4.14  -0.0840
C  -1.83  0.14  -3.03  -0.0820
C  2.64  0.78  -1.10  -0.3373
C  3.92  1.17  -0.72  -0.0876
C  4.68  1.98  -1.54  -0.0872
C  4.15  2.42  -2.76  -0.0971
C  2.88  2.03  -3.14  -0.0855
C  2.12  1.21  -2.32  -0.0759
C  1.62  0.67  1.53  -0.3259
C  1.77  0.04  2.76  -0.1025
C  1.69  0.78  3.93  -0.0809
C  1.45  2.14  3.89  -0.0977
C  1.30  2.78  2.66  -0.0945
C  1.38  2.04  1.49  -0.0899
H  -1.83  -0.60  2.56  0.0811
H  -2.13  1.12  4.31  0.1051
H  -2.32  3.51  3.68  0.0993
H  -2.16  4.17  1.30  0.1002
H  -1.81  2.46  -0.44  0.1104
H  -4.18  0.64  -0.64  0.1119
H  -5.46  1.37  -2.61  0.0991
H  -4.42  1.32  -4.86  0.0968
H  -2.10  0.51  -5.12  0.1000
H  -0.81  -0.23  -3.12  0.0872
H  4.32  0.83  0.23  0.1108
H  5.67  2.28  -1.24  0.0989
H  4.75  3.06  -3.40  0.0965
H  2.48  2.37  -4.09  0.0991
H  1.13  0.90  -2.60  0.0799
H  1.96  -1.02  2.79  0.0619
H  1.81  0.28  4.88  0.1022
H  1.39  2.72  4.80  0.0982
H  1.11  3.84  2.62  0.1023
H  1.26  2.55  0.53  0.1119
N  0.30  -4.61  -0.03  0.0558
C  0.29  -5.75  -0.28  -0.1490
C  0.27  -7.10  -0.57  -0.2886
C  0.16  -8.04  0.48  -0.2609
N  0.06  -8.81  1.34  0.1020
C  0.38  -7.54  -1.91  -0.2612
N  0.47  -7.90  -3.00  0.1024
O  -0.21  -3.27  3.35  0.0751
C  -0.05  -3.03  2.24  -0.2611